(i)
9
Properties=species:S:1:pos:R:3 method="wB97M-V/def2-TZVPD" gap_ev="6.13 / 8.57" homo_energy_ev="-7.145 / -8.701"
C 0.08 0.42 0.01
O -0.40 1.32 0.95
O -1.72 2.11 -0.91
O -4.03 2.89 -1.48
P -1.56 2.39 0.67
S -2.89 2.28 -2.09
H 1.12 0.52 -0.18
H -0.14 -0.66 0.29
H -0.37 0.75 -1.03



(ii)
9
Properties=species:S:1:pos:R:3 method="wB97M-V/def2-TZVPD" smiles="O=PC(=O)O.S" gap_ev=7.87 homo_energy_ev=-9.546
C -2.98 -1.15 0.85
O -3.33 1.00 -0.60
O -3.22 -1.59 1.93
O -1.75 -1.16 0.39
P -4.18 -0.13 -0.21
S 0.74 1.89 -0.95
H 0.97 0.54 -1.29
H -0.67 1.75 -0.82
H -1.16 -1.40 1.22



Which structure is most stable? (ii), by 0.0427 hartree over the runner-up.



(i)
13
Properties=species:S:1:pos:R:3 method="wB97M-V/def2-TZVPD" smiles=C[C@](F)(Cl)CN gap_ev=10.38 homo_energy_ev=-9.455
C 1.40 1.06 -0.22
C 0.55 -0.15 0.32
C -0.78 -0.19 -0.42
H 2.31 1.04 0.40
H 1.60 0.83 -1.22
H 0.84 1.98 -0.06
H -1.03 0.82 -0.69
H -0.63 -0.78 -1.30
H -1.87 -0.60 1.20
H -2.14 -1.74 -0.06
N -1.95 -0.76 0.25
F 0.31 0.10 1.61
Cl 1.39 -1.61 0.19



(ii)
13
Properties=species:S:1:pos:R:3 method="wB97M-V/def2-TZVPD" smiles=NC[C@@H](F)CCl gap_ev=10.59 homo_energy_ev=-9.706
C 1.79 0.33 -0.23
C 0.39 0.43 0.40
C -0.42 -0.65 -0.08
H 3.44 -0.89 0.07
H 2.07 -1.74 -0.37
H 1.64 0.55 -1.30
H 2.32 1.24 0.13
H 0.57 0.31 1.52
H -0.08 -1.12 -1.01
H -0.29 -1.64 0.53
N 2.43 -0.90 0.12
F -0.09 1.63 -0.07
Cl -2.15 -0.34 -0.02



Which structure is most stable? (i), by 0.0210 hartree over the runner-up.



(i)
10
Properties=species:S:1:pos:R:3 method="wB97M-V/def2-TZVPD" smiles="NCC(=O)O" gap_ev=10.17 homo_energy_ev=-9.585
O -0.51 1.34 -0.99
C -0.23 0.63 -0.04
O -0.92 0.58 1.16
C 0.98 -0.42 -0.27
N 0.67 -1.90 0.12
H -1.46 1.55 1.15
H 1.69 0.25 0.28
H 1.10 -0.43 -1.31
H -0.32 -2.19 -0.06
H 1.30 -2.56 -0.42



(ii)
10
Properties=species:S:1:pos:R:3 method="wB97M-V/def2-TZVPD" gap_ev="8.32 / 8.33" homo_energy_ev="-9.320 / -9.322"
C -1.96 -0.69 0.02
C 1.66 0.16 -0.02
N -1.02 0.20 -0.06
O -0.69 1.38 -0.02
O 0.80 -0.84 -0.16
H -1.69 -1.70 0.00
H -2.94 -0.15 -0.03
H 1.28 1.18 -0.15
H 2.53 0.13 -0.65
H 2.03 0.31 1.07



(iii)
10
Properties=species:S:1:pos:R:3 method="wB97M-V/def2-TZVPD" smiles="NC=O.C=O" gap_ev=10.76 homo_energy_ev=-10.040
O -0.10 -1.88 -0.31
C -0.90 -1.27 -0.95
H -1.24 -1.77 -1.93
H -1.61 -0.51 -0.47
C 0.73 1.19 0.28
N 0.38 0.43 1.39
O -0.03 1.57 -0.60
H 1.61 1.79 0.63
H 0.89 0.60 2.19
H -0.34 -0.25 1.17



Which structure is most stable? (i), by 0.0150 hartree over the runner-up.



(i)
10
Properties=species:S:1:pos:R:3 method="wB97M-V/def2-TZVPD" smiles="O=CO.C=N" gap_ev=10.56 homo_energy_ev=-10.040
O 0.69 1.96 -1.08
C 0.98 1.10 -1.84
O 2.24 0.61 -1.91
H 0.30 0.63 -2.58
H 2.24 -0.23 -2.39
C -1.40 -1.20 1.93
N -1.59 0.04 1.78
H -2.26 -1.85 1.80
H -0.41 -1.63 2.13
H -0.79 0.56 2.16



(ii)
10
Properties=species:S:1:pos:R:3 method="wB97M-V/def2-TZVPD" smiles="NC=O.C=O" gap_ev=10.42 homo_energy_ev=-9.594
O -1.91 0.19 0.37
C -2.02 -1.02 0.39
H -0.99 -1.41 0.48
H -2.87 -1.73 0.45
C 1.21 0.32 0.20
N 1.46 1.10 -0.78
O 1.61 -0.82 0.47
H 0.42 0.80 0.85
H 1.03 2.02 -1.07
H 2.06 0.56 -1.34



(iii)
10
Properties=species:S:1:pos:R:3 method="wB97M-V/def2-TZVPD" gap_ev=8.76 homo_energy_ev=-7.930
N -1.00 -1.08 0.97
C -0.48 -0.76 -0.23
O -1.11 0.20 -0.83
C 0.68 0.60 -0.84
O 1.63 0.57 0.15
H -1.88 -0.66 1.27
H -0.67 -1.89 1.47
H 1.01 0.09 -1.73
H 0.35 1.63 -1.01
H 1.46 1.30 0.77



(iv)
10
Properties=species:S:1:pos:R:3 method="wB97M-V/def2-TZVPD" gap_ev=6.00 homo_energy_ev=-9.918
O 1.72 -0.18 1.31
C 0.74 -0.80 1.66
N -0.44 -0.93 0.90
C -0.48 -0.19 -0.23
O -0.48 1.22 -1.92
H 0.76 -1.33 2.62
H -0.36 1.97 -2.53
H -1.22 -0.57 -0.93
H -0.74 0.92 -0.13
H 0.50 -0.10 -0.76



Which structure is most stable? (i), by 0.0171 hartree over the runner-up.



(i)
10
Properties=species:S:1:pos:R:3 method="wB97M-V/def2-TZVPD" smiles="COC(N)=O" gap_ev=11.24 homo_energy_ev=-10.418
C 1.66 0.01 -0.05
C -0.73 0.22 0.09
H 2.37 -0.75 -0.71
H 2.02 0.08 1.12
H 1.44 1.20 -0.58
H -1.98 -1.41 0.00
H -2.65 0.22 0.12
N -1.94 -0.42 -0.09
O 0.35 -0.62 0.08
O -0.55 1.46 0.01



(ii)
10
Properties=species:S:1:pos:R:3 method="wB97M-V/def2-TZVPD" smiles="CO/C=N/O" gap_ev=10.06 homo_energy_ev=-9.067
C 1.39 -0.60 -0.58
C -0.95 -0.03 -0.29
H 1.99 -0.65 -1.64
H 1.69 0.34 0.07
H 1.54 -1.60 0.14
H -1.83 0.03 -0.89
H -1.42 1.54 2.12
N -0.68 0.45 0.83
O -0.01 -0.65 -1.04
O -1.72 1.17 1.29



Which structure is most stable? (i), by 0.0805 hartree over the runner-up.



(i)
18
Properties=species:S:1:pos:R:3 method="wB97M-V/def2-TZVPD" total_charge=-1 gap_ev=6.94 homo_energy_ev=-3.173
C -0.92 -0.03 0.80
N 0.22 1.00 0.63
C -0.35 -1.39 1.47
C 0.71 -1.98 0.49
N -1.66 -1.53 1.15
C 0.34 1.36 -2.38
O 1.15 2.20 -1.53
H -1.57 0.65 1.27
H -1.24 -0.17 -0.37
H 0.70 1.57 -0.20
H 0.97 0.81 1.31
H 0.24 -1.17 2.45
H 1.69 -1.34 0.33
H 1.07 -2.98 0.92
H 0.14 -2.16 -0.47
H -0.21 1.88 -3.10
H 0.84 0.48 -2.82
H -0.40 0.73 -1.76



(ii)
18
Properties=species:S:1:pos:R:3 method="wB97M-V/def2-TZVPD" total_charge=-1 gap_ev=7.09 homo_energy_ev=-2.938
C -0.76 -1.68 0.78
O -1.02 -0.82 -0.21
C -2.02 -2.20 1.52
H -0.11 -1.24 1.59
H -0.18 -2.59 0.46
H -1.83 -3.11 2.10
H -2.80 -2.43 0.79
H -2.43 -1.43 2.18
C 1.27 1.65 -0.36
C 0.98 1.54 -1.65
N -0.05 0.76 -2.16
N 2.24 2.59 0.12
H 0.69 1.05 0.33
H 1.54 2.13 -2.38
H -0.44 0.09 -1.47
H 0.19 0.31 -3.03
H 2.94 2.12 0.68
H 1.80 3.27 0.73



Which structure is most stable? (ii), by 0.2214 hartree over the runner-up.